2 unconnected molecules or ions with the total composition H2 at a distorted geometry. Source: OMol25; level of theory: ωB97M-V/def2-TZVPD.

Atoms and positions in Å:
H (0.000, 0.000, 0.775)
H (0.000, 0.000, -0.775)

Summary:
**E_HOMO**: -11.325 eV
**Frontier orbital gap**: 0.3905 hartree
**Relative energy (zero: lowest compared OMol25 entry of this formula, charge and spin)**: 325.9 kJ/mol

***

10 unconnected molecules or ions with the total composition H20N2O11 at a distorted geometry. Source: OMol25; level of theory: ωB97M-V/def2-TZVPD.

Atoms and positions in Å:
N (-20.591, -31.094, 10.874)
H (-19.918, -30.660, 11.430)
H (-20.220, -32.019, 10.730)
H (-20.609, -30.525, 10.078)
H (-21.354, -31.070, 11.475)
N (-21.200, -27.751, 12.947)
O (-21.802, -28.826, 13.077)
O (-21.470, -26.963, 11.998)
O (-20.039, -27.658, 13.389)
O (-20.991, -34.750, 9.958)
H (-20.250, -34.568, 10.706)
H (-21.582, -35.340, 10.408)
O (-19.241, -33.573, 12.191)
H (-19.293, -34.526, 12.406)
H (-19.914, -33.376, 12.973)
O (-22.868, -29.171, 9.258)
H (-23.819, -29.215, 9.265)
H (-22.681, -28.806, 8.462)
O (-17.848, -29.322, 11.995)
H (-17.695, -29.116, 12.928)
H (-18.075, -28.555, 11.400)
O (-20.904, -32.259, 13.856)
H (-21.699, -32.566, 14.416)
H (-20.227, -32.147, 14.513)
O (-21.895, -32.099, 8.436)
H (-22.600, -32.260, 9.033)
H (-21.757, -33.045, 8.315)
O (-19.649, -28.987, 8.655)
H (-20.036, -29.311, 7.828)
H (-19.536, -28.068, 8.386)
O (-18.011, -31.717, 9.214)
H (-17.498, -32.382, 9.545)
H (-17.714, -31.739, 8.286)

Summary:
**E_HOMO**: -6.821 eV
**Frontier orbital gap**: 0.2316 hartree
**Relative energy (zero: lowest compared OMol25 entry of this formula, charge and spin)**: 129.3 kJ/mol

***

9 unconnected molecules or ions with the total composition H20NO8 at a distorted geometry. Source: OMol25; level of theory: ωB97M-V/def2-TZVPD.

Atoms and positions in Å:
N (-0.004, -0.496, -0.137)
H (-0.038, -0.635, -1.156)
H (-0.783, 0.009, 0.189)
H (1.012, -0.243, 0.022)
H (-0.014, -1.417, 0.474)
O (2.545, 2.227, 0.863)
H (2.379, 3.271, 0.905)
H (1.857, 2.001, 1.495)
O (-1.964, 2.008, 0.841)
H (-2.931, 2.136, 0.660)
H (-2.016, 2.316, 1.865)
O (2.406, -1.537, 1.584)
H (2.897, -1.129, 2.324)
H (2.289, -2.286, 1.948)
O (-1.262, 3.019, -1.696)
H (-0.743, 3.711, -1.163)
H (-1.438, 2.545, -0.798)
O (-0.328, -0.261, -3.614)
H (-0.973, 0.355, -3.945)
H (0.535, 0.105, -3.547)
O (2.463, -2.055, -1.563)
H (2.827, -2.651, -0.897)
H (3.022, -1.308, -1.616)
O (-2.711, -1.354, -0.969)
H (-3.296, -1.853, -0.414)
H (-2.782, -2.104, -1.747)
O (-0.802, -1.244, 3.046)
H (-1.716, -1.200, 3.293)
H (-0.426, -1.929, 3.753)

Summary:
**E_HOMO**: -13.733 eV
**Frontier orbital gap**: 0.3897 hartree
**Total charge**: +1
**Relative energy (zero: lowest compared OMol25 entry of this formula, charge and spin)**: 313.4 kJ/mol

***

10 unconnected molecules or ions with the total composition H20O10. Source: OMol25; level of theory: ωB97M-V/def2-TZVPD.

Atoms and positions in Å:
O (-0.241, -3.426, 0.190)
H (-1.016, -3.983, 0.271)
H (-0.570, -2.611, -0.190)
O (1.796, -1.664, 3.081)
H (1.976, -1.131, 2.307)
H (1.508, -2.507, 2.730)
O (2.681, 0.101, -2.027)
H (3.348, 0.200, -2.705)
H (3.077, 0.482, -1.243)
O (-0.774, 0.147, -0.211)
H (0.012, 0.550, -0.582)
H (-1.484, 0.743, -0.451)
O (-2.790, -2.443, 3.006)
H (-1.931, -2.044, 2.863)
H (-3.215, -2.409, 2.149)
O (-6.394, 0.925, 0.117)
H (-6.972, 1.652, 0.349)
H (-5.551, 1.339, -0.069)
O (3.255, -3.443, -0.956)
H (2.726, -4.217, -0.760)
H (2.619, -2.732, -1.032)
O (2.366, 4.120, -2.897)
H (2.421, 4.455, -2.002)
H (2.166, 3.190, -2.793)
O (-3.419, 2.766, -0.764)
H (-3.572, 3.582, -0.286)
H (-3.716, 2.951, -1.655)
O (3.596, 1.558, 1.145)
H (4.473, 1.356, 1.472)
H (3.625, 2.493, 0.943)

Summary:
**E_HOMO**: -11.115 eV
**Frontier orbital gap**: 0.4022 hartree
**SMILES**: O.O.O.O.O.O.O.O.O.O
**Relative energy (zero: lowest compared OMol25 entry of this formula, charge and spin)**: 301.9 kJ/mol

***

10 unconnected molecules or ions with the total composition H20O10 at a distorted geometry. Source: OMol25; level of theory: ωB97M-V/def2-TZVPD.

Atoms and positions in Å:
O (0.264, 2.102, -3.647)
H (-0.152, 2.261, -2.761)
H (0.440, 1.162, -3.707)
O (-1.445, 2.245, 2.333)
H (-0.970, 1.550, 1.732)
H (-1.896, 1.663, 2.972)
O (0.444, 2.848, -1.094)
H (1.535, 2.844, -1.108)
H (0.128, 3.700, -1.149)
O (1.563, -1.783, 0.766)
H (2.322, -2.380, 0.677)
H (1.572, -1.249, 0.006)
O (0.012, 0.829, 0.464)
H (-0.296, 0.144, -0.188)
H (0.012, 1.692, -0.005)
O (-1.965, -0.294, -1.848)
H (-2.164, -0.704, -2.618)
H (-2.608, -0.730, -1.366)
O (-1.059, -3.018, 0.243)
H (-0.246, -2.540, 0.311)
H (-1.186, -3.738, 0.725)
O (0.067, -2.581, -2.323)
H (0.379, -3.434, -1.800)
H (-0.587, -2.209, -1.864)
O (-0.403, -1.036, 3.272)
H (0.354, -0.545, 3.607)
H (-0.338, -1.003, 2.323)
O (2.404, 1.652, 1.824)
H (2.286, 1.242, 2.724)
H (1.531, 1.309, 1.500)

Summary:
**E_HOMO**: -10.610 eV
**Frontier orbital gap**: 0.3888 hartree
**SMILES**: O.O.O.O.O.O.O.O.O.O
**Relative energy (zero: lowest compared OMol25 entry of this formula, charge and spin)**: 409.7 kJ/mol

***

10 unconnected molecules or ions with the total composition H20O10 at a distorted geometry. Source: OMol25; level of theory: ωB97M-V/def2-TZVPD.

Atoms and positions in Å:
O (-0.710, -1.188, 1.622)
H (-0.417, -2.169, 1.569)
H (-1.448, -0.953, 0.854)
O (-2.543, -0.641, -0.285)
H (-2.094, -0.086, -0.997)
H (-3.501, -0.565, -0.388)
O (2.464, -0.804, 1.324)
H (3.103, -1.419, 1.107)
H (1.861, -0.553, 0.642)
O (0.320, 0.219, -0.102)
H (-0.002, -0.280, 0.542)
H (-0.055, 0.052, -0.895)
O (-1.857, 0.458, -2.557)
H (-2.086, 1.286, -1.974)
H (-0.914, 0.598, -2.799)
O (0.824, 0.561, -2.977)
H (1.085, 1.143, -3.758)
H (1.369, -0.360, -3.002)
O (0.334, -2.339, -1.276)
H (0.712, -2.032, -1.909)
H (-0.523, -2.648, -1.713)
O (1.285, 0.222, 3.500)
H (1.635, -0.296, 2.735)
H (2.006, 0.515, 3.912)
O (1.370, 2.922, -0.437)
H (0.708, 3.580, -0.272)
H (0.860, 2.006, -0.517)
O (-1.643, 0.896, 2.727)
H (-1.113, 1.453, 3.196)
H (-1.028, 0.423, 2.127)

Summary:
**E_HOMO**: -9.776 eV
**Frontier orbital gap**: 0.3387 hartree
**SMILES**: O.O.O.O.O.O.O.O.O.O
**Relative energy (zero: lowest compared OMol25 entry of this formula, charge and spin)**: 586.4 kJ/mol

***

10 unconnected molecules or ions with the total composition H20O10 at a distorted geometry. Source: OMol25; level of theory: ωB97M-V/def2-TZVPD.

Atoms and positions in Å:
O (-11.821, -0.156, -2.648)
H (-11.495, 0.141, -3.535)
H (-12.004, -1.078, -2.867)
O (-13.929, 3.085, -4.015)
H (-13.732, 2.543, -3.308)
H (-14.069, 3.935, -3.628)
O (-10.575, 0.526, -5.133)
H (-10.205, -0.021, -5.811)
H (-11.152, 1.244, -5.543)
O (-11.108, 6.236, -4.694)
H (-10.401, 5.589, -4.560)
H (-11.355, 5.988, -5.577)
O (-9.119, 3.963, -4.886)
H (-8.461, 3.634, -5.508)
H (-9.121, 3.298, -4.137)
O (-10.935, 3.733, -1.922)
H (-11.716, 3.269, -1.535)
H (-10.667, 4.442, -1.279)
O (-13.189, 5.462, -2.790)
H (-12.515, 5.014, -2.279)
H (-12.640, 5.861, -3.503)
O (-11.782, 2.803, -5.857)
H (-12.431, 2.847, -5.102)
H (-10.986, 3.286, -5.595)
O (-9.240, 1.958, -3.248)
H (-9.629, 1.059, -3.541)
H (-9.882, 2.262, -2.591)
O (-12.831, 1.872, -1.191)
H (-12.425, 1.045, -1.628)
H (-13.218, 1.695, -0.326)

Summary:
**E_HOMO**: -10.822 eV
**Frontier orbital gap**: 0.4038 hartree
**SMILES**: O.O.O.O.O.O.O.O.O.O
**Relative energy (zero: lowest compared OMol25 entry of this formula, charge and spin)**: 124.5 kJ/mol

***

10 unconnected molecules or ions with the total composition H20O10 at a distorted geometry. Source: OMol25; level of theory: ωB97M-V/def2-TZVPD.

Atoms and positions in Å:
H (0.813, 1.276, 0.414)
H (-0.143, 0.112, 0.212)
H (0.111, -0.586, -1.414)
H (1.385, 0.034, -1.962)
H (-2.900, -1.083, 1.724)
H (-2.016, -0.590, 0.591)
H (-1.417, -3.889, 0.750)
H (-2.535, -4.834, 1.156)
H (4.336, 0.202, 3.312)
H (3.196, 1.068, 2.802)
H (0.199, -1.707, -2.867)
H (-0.774, -2.286, -1.852)
H (-0.090, 5.378, 1.184)
H (-0.163, 4.015, 0.517)
H (-0.166, 1.509, 2.877)
H (-0.446, 2.660, 1.926)
H (3.475, -0.648, -3.563)
H (2.896, -1.271, -2.303)
H (-3.354, 0.278, -1.513)
H (-3.024, 1.009, -2.804)
O (0.450, 0.504, 0.863)
O (1.065, -0.717, -1.450)
O (-2.890, -0.472, 0.979)
O (-1.894, -4.214, 1.521)
O (3.461, 0.148, 2.913)
O (0.164, -2.254, -2.074)
O (0.269, 4.873, 0.446)
O (-0.605, 2.365, 2.829)
O (3.210, -1.495, -3.187)
O (-2.612, 0.613, -2.028)

Summary:
**E_HOMO**: -9.525 eV
**Frontier orbital gap**: 0.3415 hartree
**SMILES**: O.O.O.O.O.O.O.O.O.O
**Relative energy (zero: lowest compared OMol25 entry of this formula, charge and spin)**: 608.3 kJ/mol

***

10 unconnected molecules or ions with the total composition H20O10 at a distorted geometry. Source: OMol25; level of theory: ωB97M-V/def2-TZVPD.

Atoms and positions in Å:
O (-3.496, -1.213, 0.631)
H (-3.349, -0.293, 0.986)
H (-4.318, -1.488, 1.123)
O (-1.855, 2.787, -1.322)
H (-2.008, 2.792, -2.255)
H (-2.284, 1.959, -0.941)
O (1.898, 2.533, -0.921)
H (1.888, 1.608, -1.242)
H (1.316, 2.983, -1.573)
O (1.687, -3.681, 1.057)
H (2.053, -2.785, 1.182)
H (0.797, -3.620, 1.422)
O (2.419, -0.906, 1.243)
H (1.875, -0.567, 0.500)
H (3.316, -0.613, 0.943)
O (2.520, -2.761, -1.478)
H (1.961, -3.265, -0.795)
H (3.278, -3.307, -1.744)
O (0.160, 1.813, 1.192)
H (0.540, 2.431, 0.570)
H (0.571, 1.899, 2.057)
O (-0.654, -0.540, 0.162)
H (-1.504, -0.796, 0.551)
H (-0.321, 0.209, 0.718)
O (-3.284, 1.590, 1.127)
H (-2.443, 2.076, 1.003)
H (-3.885, 2.328, 1.073)
O (1.176, -0.024, -1.813)
H (0.359, -0.323, -1.328)
H (1.585, -0.827, -2.129)

Summary:
**E_HOMO**: -11.001 eV
**Frontier orbital gap**: 0.4147 hartree
**SMILES**: O.O.O.O.O.O.O.O.O.O
**Relative energy (zero: lowest compared OMol25 entry of this formula, charge and spin)**: 164.8 kJ/mol

***

10 unconnected molecules or ions with the total composition H20O10 at a distorted geometry. Source: OMol25; level of theory: ωB97M-V/def2-TZVPD.

Atoms and positions in Å:
O (-0.601, 0.413, 0.495)
H (0.189, 0.906, 0.359)
H (-0.346, -0.506, 0.282)
O (-2.508, -1.308, -2.183)
H (-2.480, -1.307, -1.215)
H (-1.626, -1.573, -2.434)
O (0.616, -0.597, 2.823)
H (0.420, -0.008, 2.070)
H (1.443, -0.237, 3.165)
O (-2.716, -1.467, 0.841)
H (-1.970, -2.143, 1.014)
H (-2.295, -0.669, 1.007)
O (-1.099, 2.796, -1.462)
H (-1.016, 2.291, -0.687)
H (-0.178, 3.169, -1.618)
O (-1.173, -3.494, 1.564)
H (-0.475, -3.178, 0.994)
H (-1.276, -4.351, 1.197)
O (1.094, 0.612, -2.852)
H (0.172, 0.714, -2.944)
H (1.313, 1.192, -2.091)
O (0.397, -2.021, -0.091)
H (1.103, -2.097, 0.559)
H (0.436, -2.813, -0.614)
O (1.853, 1.588, -0.412)
H (2.497, 2.169, -0.806)
H (2.346, 0.977, 0.132)
O (2.120, 3.723, 1.301)
H (2.170, 2.893, 0.850)
H (1.578, 4.329, 0.762)

Summary:
**E_HOMO**: -10.743 eV
**Frontier orbital gap**: 0.3650 hartree
**SMILES**: O.O.O.O.O.O.O.O.O.O
**Relative energy (zero: lowest compared OMol25 entry of this formula, charge and spin)**: 356.8 kJ/mol

***

10 unconnected molecules or ions with the total composition H20O10 at a distorted geometry. Source: OMol25; level of theory: ωB97M-V/def2-TZVPD.

Atoms and positions in Å:
H (-2.601, 0.880, 0.300)
H (-2.159, 1.942, 1.207)
H (-0.945, 0.528, -2.696)
H (-2.339, 1.102, -2.387)
H (-0.451, -0.828, -0.434)
H (-0.389, -1.626, -1.740)
H (2.172, -0.421, -0.313)
H (1.809, 1.026, -0.227)
H (1.277, -2.813, -0.827)
H (2.713, -2.820, -0.263)
H (-2.307, -1.456, 3.399)
H (-2.195, -0.353, 2.329)
H (1.372, 0.087, -2.328)
H (1.106, 0.166, -3.836)
H (0.110, -1.269, 2.434)
H (1.197, -1.684, 1.422)
H (1.831, 1.784, 1.990)
H (0.922, 0.592, 1.570)
H (-0.705, 2.278, -0.689)
H (0.004, 2.636, 0.700)
O (-2.797, 1.229, 1.147)
O (-1.591, 0.743, -1.903)
O (-0.535, -1.769, -0.764)
O (2.344, 0.398, -0.809)
O (1.939, -2.310, -0.291)
O (-1.914, -1.271, 2.543)
O (0.690, -0.168, -3.031)
O (1.003, -1.075, 2.065)
O (1.147, 1.526, 1.349)
O (-0.709, 2.946, 0.082)

Summary:
**E_HOMO**: -10.710 eV
**Frontier orbital gap**: 0.4031 hartree
**SMILES**: O.O.O.O.O.O.O.O.O.O
**Relative energy (zero: lowest compared OMol25 entry of this formula, charge and spin)**: 164.3 kJ/mol

***

10 unconnected molecules or ions with the total composition H20O10. Source: OMol25; level of theory: ωB97M-V/def2-TZVPD.

Atoms and positions in Å:
O (-2.830, 4.245, -0.673)
H (-1.969, 4.645, -0.793)
H (-3.272, 4.811, -0.041)
O (-0.814, -3.272, 2.302)
H (-0.706, -2.585, 1.644)
H (-0.955, -2.799, 3.122)
O (-5.937, 1.730, 0.180)
H (-5.225, 2.208, -0.246)
H (-5.522, 0.942, 0.529)
O (-0.516, -0.241, -0.121)
H (0.419, -0.105, -0.275)
H (-0.924, 0.585, -0.382)
O (-0.908, 1.697, -4.442)
H (-1.715, 1.194, -4.546)
H (-0.343, 1.395, -5.154)
O (3.508, -0.856, -1.657)
H (4.158, -0.682, -0.976)
H (3.989, -0.757, -2.478)
O (3.270, -4.741, 0.442)
H (2.843, -3.885, 0.441)
H (3.634, -4.828, 1.323)
O (5.386, 0.627, 2.049)
H (5.697, 0.895, 2.913)
H (4.474, 0.917, 2.022)
O (-4.142, -2.222, -1.697)
H (-3.267, -1.848, -1.597)
H (-4.237, -2.362, -2.640)
O (2.072, 2.009, 3.298)
H (1.437, 1.293, 3.256)
H (2.396, 1.990, 4.198)

Summary:
**E_HOMO**: -11.298 eV
**Frontier orbital gap**: 0.4126 hartree
**SMILES**: O.O.O.O.O.O.O.O.O.O
**Relative energy (zero: lowest compared OMol25 entry of this formula, charge and spin)**: 340.3 kJ/mol

***

Question: Which of these has the highest E_HOMO?
Answer: H20N2O11